The following is a DFT calculation (ωB97M-V with the def2-TZVPD basis set) of a molecular structure, C21H17CdClIN2P.

Positions of all 44 atoms, in Å:
Cd (-0.47386, 0.13185, 0.34757)
C (6.95062, -1.23888, 0.98938)
C (6.70865, 0.09913, 0.72186)
C (5.40643, 0.55822, 0.56554)
C (4.33320, -0.32035, 0.67144)
C (4.58781, -1.66929, 0.92404)
C (5.88483, -2.12453, 1.09080)
P (2.58321, 0.17018, 0.47046)
C (2.69505, 1.98335, 0.23335)
C (2.55372, 2.46983, -1.06462)
C (2.64608, 3.83030, -1.32659)
C (2.87286, 4.71990, -0.28778)
C (3.00104, 4.24687, 1.01320)
C (2.91260, 2.88733, 1.27243)
C (1.91208, 0.03877, 2.16629)
C (2.69010, -0.01752, 3.32020)
C (2.07696, -0.07094, 4.56345)
C (0.69161, -0.05674, 4.64909)
C (-0.08092, -0.00001, 3.49495)
C (0.51010, 0.03298, 2.23274)
H (7.96519, -1.59367, 1.11459)
H (7.53418, 0.79396, 0.63685)
H (5.23218, 1.60722, 0.36161)
H (3.76118, -2.36752, 0.99652)
H (6.06555, -3.17214, 1.29356)
H (2.36842, 1.77455, -1.87606)
H (2.53420, 4.19436, -2.33988)
H (2.94145, 5.78122, -0.48734)
H (3.17224, 4.94105, 1.82613)
H (3.00952, 2.52394, 2.28861)
H (3.77180, -0.02365, 3.24983)
H (2.67850, -0.12204, 5.46210)
H (0.21087, -0.09992, 5.61863)
H (-1.16053, -0.00064, 3.59275)
Cl (-1.63937, -0.53257, -1.59662)
I (-0.49482, 6.63115, -0.65086)
C (-0.81266, 4.60502, -0.77776)
C (-1.39503, 3.91640, -1.82017)
N (-1.41064, 2.62516, -1.46270)
N (-0.88028, 2.43302, -0.25034)
C (-0.51272, 3.63049, 0.18282)
H (-1.79017, 4.25232, -2.76276)
H (-1.74869, 1.80385, -1.95995)
H (-0.04994, 3.74600, 1.14893)

Its net charge is 0. The value obtained for the orbital gap is 8.69 eV. The energy above the lowest of the compared OMol25 structures with the same formula, charge and spin is 0.0 kJ/mol. As for the highest occupied orbital energy: -8.345 eV. The calculated total energy comes out at -59510.2329 eV.

***

The following is a DFT calculation (ωB97M-V with the def2-TZVPD basis set) of C10H17P in the gas phase.

Positions of all 28 atoms, in Å:
C (0.18525, -2.32867, -0.79887)
P (-0.01889, -1.30270, 0.74506)
C (-1.38201, 0.11795, 0.41693)
C (-2.74854, -0.37133, 0.71583)
C (-0.80023, 1.05146, 1.49209)
C (0.46943, 1.18112, 1.69351)
C (1.26080, 0.02930, 0.47481)
C (2.58652, -0.31087, 0.93126)
C (1.37552, 0.63781, -0.90356)
C (0.05468, 1.37774, -1.30267)
C (-1.26651, 0.69705, -0.93325)
H (1.23747, -2.56233, -0.81392)
H (-0.07049, -1.94250, -1.72850)
H (-0.22046, -3.30856, -0.70652)
H (-2.70492, -1.29450, 1.13276)
H (-3.30501, -0.46422, -0.17419)
H (-3.26535, 0.39049, 1.28585)
H (-1.49720, 1.47863, 2.05680)
H (1.16796, 1.76193, 2.30697)
H (3.34010, 0.53248, 0.89499)
H (3.03918, -1.08484, 0.23242)
H (2.62154, -0.78723, 1.80147)
H (1.49246, -0.16676, -1.73244)
H (2.19688, 1.24298, -0.89811)
H (0.08277, 2.42940, -0.96242)
H (-0.03700, 1.51875, -2.34966)
H (-2.08189, 1.46012, -1.09169)
H (-1.71206, 0.01729, -1.78493)

Its net charge is 0. The value obtained for the orbital gap is 9.44 eV. The energy above the lowest of the compared OMol25 structures with the same formula, charge and spin is 126.4 kJ/mol. As for the highest occupied orbital energy: -8.488 eV. The calculated total energy comes out at -19931.4921 eV. As for the structure (SMILES): CP1[C@@]2(C)C=C[C@]1(C)CCC2.

***

The following is a DFT calculation (ωB97M-V with the def2-TZVPD basis set) of a molecular structure, C24H35Cl2N2OS3SiV.

Positions of all 69 atoms, in Å:
V (0.52289, 0.53360, -0.08607)
C (-3.16037, -2.03107, 3.95301)
C (-3.25023, -0.51247, 3.86312)
S (-2.56173, 0.20739, 2.34143)
C (-1.16332, 1.14849, 2.97968)
C (0.03259, 0.34920, 3.47387)
S (0.90377, -0.56810, 2.16778)
C (0.55883, -2.34442, 2.35331)
C (-0.88140, -2.80852, 2.49342)
S (-1.49969, -2.70193, 4.20230)
H (-3.60574, -2.50184, 3.07556)
H (-3.73431, -2.37127, 4.81758)
H (-2.75151, -0.05474, 4.71846)
H (-4.30136, -0.21962, 3.90800)
H (-1.50638, 1.81323, 3.77647)
H (-0.87775, 1.78244, 2.13712)
H (-0.24124, -0.36007, 4.25154)
H (0.77161, 1.03711, 3.89095)
H (1.18065, -2.72094, 3.16533)
H (0.96436, -2.73266, 1.41512)
H (-0.93429, -3.85018, 2.17415)
H (-1.52946, -2.22686, 1.84824)
C (2.77184, 0.80943, -2.67687)
Si (2.74047, -0.88432, -1.85835)
C (4.05451, -0.95067, -0.52101)
C (3.26580, -2.06771, -3.21443)
N (1.17614, -1.08525, -1.14232)
C (0.27565, -2.13642, -1.24946)
C (-1.01375, -2.00461, -0.69112)
C (-1.97584, -2.99287, -0.79701)
C (-1.71533, -4.16881, -1.48600)
C (-0.46694, -4.31392, -2.07048)
C (0.50084, -3.32634, -1.96594)
H (3.79924, 1.09533, -2.92276)
H (2.33365, 1.60479, -2.07523)
H (2.20004, 0.76692, -3.60743)
H (5.03419, -0.65878, -0.90981)
H (4.14318, -1.96478, -0.12148)
H (3.80935, -0.28907, 0.31369)
H (4.17345, -1.65429, -3.66548)
H (2.51361, -2.14500, -4.00189)
H (3.50640, -3.07045, -2.85916)
H (-1.29886, -1.07721, -0.19769)
H (-2.95096, -2.82371, -0.35291)
H (-2.46974, -4.93796, -1.58335)
H (-0.23507, -5.21259, -2.63019)
H (1.45763, -3.49689, -2.43359)
C (3.55956, 3.61867, 0.92569)
C (2.33483, 3.03737, 0.29614)
C (1.44760, 3.93453, -0.49480)
O (2.11094, 1.83510, 0.42439)
H (4.06535, 4.28483, 0.22628)
H (4.22698, 2.83178, 1.26652)
H (3.24722, 4.22835, 1.77805)
H (1.90242, 4.04256, -1.48570)
H (1.39861, 4.92755, -0.04853)
H (0.45975, 3.49144, -0.60102)
Cl (-2.21642, 3.75337, 0.77167)
C (-2.56400, 3.13865, -0.82123)
C (-3.57341, 3.73657, -1.55162)
C (-3.85844, 3.28364, -2.82830)
C (-3.11814, 2.23969, -3.36240)
C (-2.11376, 1.65231, -2.62028)
Cl (-1.18708, 0.36745, -3.32068)
C (-1.79040, 2.06052, -1.30406)
N (-0.80716, 1.48496, -0.57224)
H (-4.12937, 4.55365, -1.11243)
H (-4.64899, 3.74394, -3.40476)
H (-3.31157, 1.87146, -4.36077)

Its net charge is 0. Its expectation value of S² is 2.027. The value obtained for the orbital gap (alpha / beta) is 6.82 / 7.22 eV. The energy above the lowest of the compared OMol25 structures with the same formula, charge and spin is 32.1 kJ/mol. As for the highest occupied orbital energy (alpha / beta): -6.640 / -7.100 eV. The calculated total energy comes out at -121601.7970 eV. As for the spin multiplicity: 3.

***

What did the second record say?
The following is a DFT calculation (ωB97M-V with the def2-TZVPD basis set) of C10H17P in the gas phase.

Positions of all 28 atoms, in Å:
C (0.18525, -2.32867, -0.79887)
P (-0.01889, -1.30270, 0.74506)
C (-1.38201, 0.11795, 0.41693)
C (-2.74854, -0.37133, 0.71583)
C (-0.80023, 1.05146, 1.49209)
C (0.46943, 1.18112, 1.69351)
C (1.26080, 0.02930, 0.47481)
C (2.58652, -0.31087, 0.93126)
C (1.37552, 0.63781, -0.90356)
C (0.05468, 1.37774, -1.30267)
C (-1.26651, 0.69705, -0.93325)
H (1.23747, -2.56233, -0.81392)
H (-0.07049, -1.94250, -1.72850)
H (-0.22046, -3.30856, -0.70652)
H (-2.70492, -1.29450, 1.13276)
H (-3.30501, -0.46422, -0.17419)
H (-3.26535, 0.39049, 1.28585)
H (-1.49720, 1.47863, 2.05680)
H (1.16796, 1.76193, 2.30697)
H (3.34010, 0.53248, 0.89499)
H (3.03918, -1.08484, 0.23242)
H (2.62154, -0.78723, 1.80147)
H (1.49246, -0.16676, -1.73244)
H (2.19688, 1.24298, -0.89811)
H (0.08277, 2.42940, -0.96242)
H (-0.03700, 1.51875, -2.34966)
H (-2.08189, 1.46012, -1.09169)
H (-1.71206, 0.01729, -1.78493)

Its net charge is 0. The value obtained for the orbital gap is 9.44 eV. The energy above the lowest of the compared OMol25 structures with the same formula, charge and spin is 126.4 kJ/mol. As for the highest occupied orbital energy: -8.488 eV. The calculated total energy comes out at -19931.4921 eV. As for the structure (SMILES): CP1[C@@]2(C)C=C[C@]1(C)CCC2.

***

> What is the calculated total energy in the first record?

-59510.2329 eV